[1]
Density functional theory data (ωB97M-V/def2-TZVPD) for the ion C6H8N2O2P with charge -1 in a non-equilibrium geometry.

XYZ file:
```
19
C6H8N2O2P (ωB97M-V/def2-TZVPD)
C 1.230 -1.971 -0.192
C 2.008 -0.791 -0.135
C -0.260 -0.487 -0.103
C 2.326 2.298 0.060
C 1.186 1.572 0.139
C -3.109 -0.997 0.154
N -0.128 -1.750 -0.185
N 1.048 0.195 -0.005
O -1.941 1.257 1.190
O -2.282 1.031 -1.315
P -1.898 0.381 -0.002
H 1.593 -2.982 -0.105
H 3.042 -0.839 0.022
H 2.246 3.355 0.341
H 3.262 1.902 0.041
H 0.319 2.113 0.195
H -3.253 -1.430 1.120
H -4.061 -0.615 -0.142
H -2.938 -1.740 -0.523
```

Computed properties:
**Highest occupied orbital energy**: -0.1755 Ha
**Relative energy (zero: lowest compared OMol25 entry of this formula, charge and spin)**: 162.2 kJ/mol
**Charge**: -1
**Kohn-Sham gap**: 8.3 eV
**Energy**: -22717.813 eV
**F_max**: 4.728 eV/Å
**SMILES string**: C=Cn1ccnc1[P@@](C)(=O)[O-]
**LUMO energy**: 3.536 eV

Computed natural (NBO) charges, given in elementary charges: -0.10, -0.12, 0.06, -0.50, 0.06, -1.00, -0.47, -0.39, -1.17, -1.17, 2.14, 0.18, 0.21, 0.20, 0.18, 0.23, 0.21, 0.23, 0.22


[2]
Density functional theory data (ωB97M-V/def2-TZVPD) for a structure of composition H22KrO11 in a non-equilibrium geometry.

XYZ file:
```
34
H22KrO11 (ωB97M-V/def2-TZVPD)
Kr -0.134 0.181 -0.539
O 2.958 -2.076 -0.705
H 3.761 -2.035 -1.224
H 2.318 -1.578 -1.215
O 0.086 3.683 -0.104
H -0.047 3.964 -1.010
H 0.172 4.499 0.389
O -0.531 -1.933 2.731
H -0.601 -2.507 3.495
H 0.051 -2.401 2.133
O 3.829 0.797 -1.687
H 4.767 0.866 -1.510
H 3.411 1.177 -0.914
O -2.659 -2.508 -1.059
H -3.190 -1.802 -1.426
H -1.868 -2.518 -1.597
O 1.386 0.324 2.650
H 0.779 1.040 2.838
H 0.835 -0.459 2.633
O -2.943 -2.417 1.738
H -2.044 -2.210 1.994
H -2.881 -2.643 0.810
O -0.418 -2.476 -3.253
H -0.171 -3.380 -3.450
H 0.385 -2.075 -2.921
O 2.409 1.804 0.360
H 1.801 2.501 0.113
H 1.924 1.276 0.994
O -3.098 1.719 -2.580
H -3.536 0.915 -2.297
H -3.199 2.319 -1.841
O -0.994 2.400 2.382
H -1.618 3.077 2.643
H -0.940 2.478 1.429
```

Computed properties:
**Highest occupied orbital energy**: -0.3714 Ha
**Relative energy (zero: lowest compared OMol25 entry of this formula, charge and spin)**: 59.7 kJ/mol
**Kohn-Sham gap**: 10.0 eV
**Energy**: -97809.795 eV
**F_max**: 1.112 eV/Å
**LUMO energy**: -0.140 eV

Computed natural (NBO) charges, given in elementary charges: 0.00, -0.94, 0.48, 0.46, -0.96, 0.49, 0.48, -0.94, 0.49, 0.49, -0.99, 0.46, 0.50, -0.96, 0.47, 0.50, -0.97, 0.49, 0.49, -0.99, 0.47, 0.48, -0.95, 0.48, 0.47, -0.98, 0.49, 0.50, -0.93, 0.47, 0.47, -0.96, 0.47, 0.49